# C18H25F3N4O6RhS2SbSe4Si

A structure of composition C18H25F3N4O6RhS2SbSe4Si in a non-equilibrium geometry (ωB97M-V/def2-TZVPD, the OMol25 dataset).

```
65
C18H25F3N4O6RhS2SbSe4Si, DFT ωB97M-V/def2-TZVPD
Rh -0.8359 0.3052 0.3493
Se -5.7013 -1.9285 -0.9501
Sb -4.3355 -0.4350 0.3819
Se -2.6742 0.7587 -1.1285
Se -2.2053 -1.3996 1.3960
Se -5.5818 0.9044 1.9570
C 3.2378 3.2654 1.9413
Si 1.8325 4.5046 2.0053
C 2.0989 5.5955 3.5226
C 1.8607 5.6196 0.4921
C 0.1793 3.6565 2.2100
C -0.6193 3.8310 3.3360
C -1.7493 3.0504 3.5554
C -2.0393 2.0409 2.6595
N -1.3269 1.9026 1.5439
C -0.2692 2.6960 1.2943
S 0.5049 2.2864 -0.2154
H 4.1717 3.7250 2.2780
H 3.3746 2.8711 0.9349
H 3.0184 2.4182 2.5957
H 3.1174 5.9935 3.5123
H 1.9760 5.0248 4.4461
H 1.4079 6.4419 3.5497
H 2.8039 6.1708 0.4288
H 1.0424 6.3428 0.5266
H 1.7451 5.0219 -0.4133
H -0.3391 4.5662 4.0835
H -2.3629 3.1728 4.4365
H -2.8614 1.3499 2.8014
C -2.4434 -4.8875 -1.2449
C -2.2447 -3.7696 -2.2564
S -1.4598 -4.3846 -3.7251
O -0.3550 -5.2459 -3.3621
O -2.4552 -4.8936 -4.6395
C -0.7397 -2.9308 -4.5199
C 0.6963 -2.6544 -4.0885
N 0.7730 -2.2036 -2.6991
C 0.2007 -1.0555 -2.2555
N 0.0977 -1.0633 -0.9384
C 0.5993 -2.2510 -0.4901
C 1.0318 -2.9599 -1.5664
N 1.8390 -4.1358 -1.5481
O 2.5847 -4.3388 -2.4952
O 1.7668 -4.8396 -0.5616
C -0.1494 0.0767 -3.1495
H -2.9349 -4.4531 -0.3764
H -1.4888 -5.3171 -0.9428
H -3.0812 -5.6738 -1.6501
H -1.6260 -2.9696 -1.8432
H -3.1947 -3.3287 -2.5640
H -1.3997 -2.0838 -4.3287
H -0.7892 -3.1713 -5.5825
H 1.1264 -1.8735 -4.7154
H 1.3025 -3.5475 -4.1851
H 0.6838 -2.4696 0.5593
H 0.5238 0.1119 -4.0066
H -0.0667 1.0004 -2.5779
H -1.1836 0.0135 -3.4886
F 3.2590 -1.1677 2.3982
C 2.2847 -0.9799 3.3112
F 1.8015 -2.2036 3.6198
F 2.8826 -0.5071 4.4173
C 1.1412 -0.0492 2.7932
O 0.7081 0.7833 3.5714
O 0.8391 -0.3296 1.6002
```

## Properties
Kohn-Sham gap = 5.69 eV
Highest occupied orbital energy = -2.13 eV
LUMO level = 3.5670 eV
Spin multiplicity = 1
Charge = -2
Energy above the lowest of the compared OMol25 structures with the same formula, charge and spin = 0.0 kcal per mole

How is the electron density shared among the atoms? According to Löwdin, the charges in e are:
1 Rh 0.34
2 Se -0.29
3 Sb -0.29
4 Se 0.08
5 Se 0.07
6 Se -0.25
7 C -0.18
8 Si 0.50
9 C -0.20
10 C -0.19
11 C -0.26
12 C -0.08
13 C -0.06
14 C -0.13
15 N -0.12
16 C -0.73
17 S 0.60
18 H 0.02
19 H 0.01
20 H 0.03
21 H 0.02
22 H 0.03
23 H 0.03
24 H 0.02
25 H 0.03
26 H 0.00
27 H 0.09
28 H 0.10
29 H 0.03
30 C -0.10
31 C -0.29
32 S 0.66
33 O -0.32
34 O -0.33
35 C -0.19
36 C -0.14
37 N 0.05
38 C -0.32
39 N -0.02
40 C -0.03
41 C -0.15
42 N -0.34
43 O 0.06
44 O 0.10
45 C -0.06
46 H 0.07
47 H 0.07
48 H 0.08
49 H 0.08
50 H 0.08
51 H 0.10
52 H 0.11
53 H 0.12
54 H 0.11
55 H 0.11
56 H 0.08
57 H 0.02
58 H 0.04
59 F 0.12
60 C -0.54
61 F 0.13
62 F 0.12
63 C -0.57
64 O 0.07
65 O -0.16